Entry w
# C2H7N5O

A molecular structure, C2H7N5O (ωB97M-V/def2-TZVPD, OMol25).

Properties
Lowest unoccupied orbital energy ... 0.254 eV
Total charge ... 0
Spin multiplicity ... 1
Frontier orbital gap ... 9.913 eV

Atoms and positions in Å:
C 1.5204 1.0382 0.1947
C -1.5444 -0.2706 -0.1038
H 1.5265 -1.7227 -0.3169
H 3.2569 -1.3869 -0.7395
H 1.6019 2.0719 0.0668
H -0.3987 -1.4160 0.9380
H -0.7268 1.3872 -0.3470
H -2.5298 1.7752 0.0220
H -3.4741 -0.6824 -0.2393
N 2.3891 -1.1483 -0.0377
N 2.2686 0.2896 -0.4154
N -0.1417 -0.4659 0.2892
N -1.6446 0.9537 -0.5754
N -2.5237 -0.9953 0.1711
O 0.4204 0.5722 1.0933

Mulliken atomic charges, in units of e:
1. C 0.0053
2. C 0.3369
3. H 0.2792
4. H 0.2957
5. H 0.4679
6. H 0.3577
7. H 0.3365
8. H 0.3369
9. H 0.2657
10. N -0.4925
11. N -0.2240
12. N -0.3162
13. N -0.6632
14. N -0.6706
15. O -0.3151

Entry x
# C2H7N5O

A single C2H7N5O molecule (ωB97M-V/def2-TZVPD, OMol25).

Properties
SMILES ... N/N=C\N/N=C\NO
Lowest unoccupied orbital energy ... 0.369 eV
Total charge ... 0
Spin multiplicity ... 1
Frontier orbital gap ... 7.253 eV

Atoms and positions in Å:
N 2.5448 -0.7737 0.2288
N 2.6379 0.4882 -0.2324
C 1.5845 1.1568 -0.0531
N 0.3301 0.7128 0.0584
N 0.0332 -0.6507 -0.1415
C -1.1575 -0.9828 -0.1701
N -2.3769 -0.3983 0.0654
O -2.4418 1.0184 -0.0920
H 1.6151 -1.2217 0.2067
H 3.2413 -1.3962 -0.1244
H 1.6813 2.2316 -0.0316
H -0.4141 1.3132 -0.2393
H -1.4897 -2.0699 -0.1868
H -3.2868 -0.8073 -0.1640
H -2.5014 1.3796 0.8758

Mulliken atomic charges, in units of e:
1. N -0.3470
2. N -0.4807
3. C -0.0088
4. N -0.1091
5. N -0.4227
6. C -0.0951
7. N -0.1063
8. O -0.5194
9. H 0.3579
10. H 0.2179
11. H 0.3170
12. H 0.3199
13. H 0.2470
14. H 0.2553
15. H 0.3741

Entry y
# C2H7N5O

A single C2H7N5O molecule (ωB97M-V/def2-TZVPD, OMol25).

Properties
SMILES ... [H]/N=C(NN)/C(=N/[H])NO
Lowest unoccupied orbital energy ... 0.659 eV
Total charge ... 0
Spin multiplicity ... 1
Frontier orbital gap ... 9.574 eV

Atoms and positions in Å:
H 1.9473 -1.6564 -1.1862
N 0.8816 -1.6152 -1.0228
C 0.6309 -0.5674 -0.3680
N 1.5367 0.4420 -0.2619
N 1.2123 1.4977 0.7242
C -0.6100 -0.4561 0.4445
N -0.5466 -1.0699 1.5313
H -1.3056 -1.0865 2.2236
N -1.7986 0.0242 -0.2848
O -1.5048 1.0966 -1.0064
H 2.4243 -0.0673 -0.2905
H 1.1783 1.1954 1.7060
H 1.8526 2.3532 0.4703
H -2.5912 0.2065 0.4407
H -0.5905 1.4718 -0.5731

Mulliken atomic charges, in units of e:
1. H 0.1884
2. N -0.6437
3. C 0.6340
4. N -0.2329
5. N -0.4834
6. C -0.0480
7. N -0.5903
8. H 0.2363
9. N -0.1558
10. O -0.3910
11. H 0.2201
12. H 0.2513
13. H 0.2550
14. H 0.2788
15. H 0.4811

entry y comes first in stability; the runner-up is 30.5 kJ/mol higher.

Entry w
# C4H16NO3

3 unconnected molecules or ions with the total composition C4H16NO3 (ωB97M-V/def2-TZVPD, OMol25).

Properties
Lowest unoccupied orbital energy ... -2.943 eV
Total charge ... +1
Spin multiplicity ... 1
Frontier orbital gap ... 11.272 eV

Atoms and positions in Å:
C -0.2615 1.3047 -0.6339
O -1.5773 1.7873 -0.9772
C -0.5411 -0.0439 -0.0559
C 0.6246 -0.9423 -0.1881
C 0.8272 -2.1019 0.7915
N -1.1450 0.2125 1.3318
H 0.5019 1.5410 -1.4894
H 0.2346 2.0236 0.0267
H -1.6063 2.1669 -1.8881
H -1.4149 -0.4018 -0.6096
H 0.6651 -1.4128 -1.1482
H 1.6613 -0.3926 -0.0750
H 0.6823 -1.6852 1.8435
H 0.3325 -3.0994 0.8335
H 1.9574 -2.3289 0.8572
H -0.3631 0.5264 1.9007
H -1.4787 -0.6829 1.6770
H -1.8821 0.9520 1.2280
H 2.1560 2.1389 2.7527
H 2.0922 1.5794 1.2146
O 1.5579 1.5511 2.0740
H -1.3000 -0.4634 -3.7220
H -1.0775 -1.5533 -2.8002
O -0.6456 -0.6754 -2.9434

Mulliken atomic charges, in units of e:
1. C -0.6671
2. O -0.5770
3. C -0.0351
4. C -0.2236
5. C -1.3765
6. N -0.1039
7. H 0.3589
8. H 0.3151
9. H 0.3398
10. H 0.3962
11. H 0.3971
12. H 0.1402
13. H 0.3064
14. H 0.3285
15. H 0.3272
16. H 0.2784
17. H 0.3895
18. H 0.4042
19. H 0.3367
20. H 0.3191
21. O -0.6593
22. H 0.3006
23. H 0.3169
24. O -0.6123

Entry x
# C4H16NO3

4 unconnected molecules or ions with the total composition C4H16NO3 (ωB97M-V/def2-TZVPD, OMol25).

Properties
Lowest unoccupied orbital energy ... -2.730 eV
Total charge ... +1
Spin multiplicity ... 1
Frontier orbital gap ... 10.725 eV

Atoms and positions in Å:
C 0.0403 -0.0828 3.5960
C -0.1260 1.1333 2.7260
C -0.0629 0.8951 1.2526
C 0.8650 0.1178 0.6962
N 1.0266 -0.3491 -0.6899
H 0.9806 -0.6152 3.3529
H -0.6286 -0.9291 3.5853
H 0.0622 0.2615 4.5542
H 0.8130 1.8027 2.9979
H -0.9828 1.9289 3.0092
H -0.7439 1.4857 0.5442
H 1.7268 -0.4262 1.3429
H 0.9149 0.4350 -1.3990
H 1.9790 -0.8196 -0.9074
H 0.2602 -0.9236 -0.9625
H 3.7691 0.4347 -2.8719
H 3.3885 -0.9310 -3.3736
O 3.3475 -0.4010 -2.6164
H -1.9827 -0.7912 -1.3093
H -1.4530 -1.2652 -2.7492
O -1.1125 -0.8901 -1.8374
H -4.4083 -0.1859 -2.0802
H -3.8011 0.7052 -0.9619
O -3.6573 0.0283 -1.4921

Mulliken atomic charges, in units of e:
1. C -1.1337
2. C -0.3969
3. C 0.0100
4. C -0.3866
5. N -0.1746
6. H 0.2807
7. H 0.3284
8. H 0.3683
9. H 0.2147
10. H 0.3145
11. H 0.2943
12. H 0.1098
13. H 0.3955
14. H 0.3958
15. H 0.3974
16. H 0.3173
17. H 0.3110
18. O -0.6179
19. H 0.3904
20. H 0.2950
21. O -0.6981
22. H 0.3071
23. H 0.2652
24. O -0.5875

Entry y
# C4H16NO3

4 unconnected molecules or ions with the total composition C4H16NO3 (ωB97M-V/def2-TZVPD, OMol25).

Properties
Lowest unoccupied orbital energy ... -2.781 eV
Total charge ... +1
Spin multiplicity ... 1
Frontier orbital gap ... 11.602 eV

Atoms and positions in Å:
C -0.9778 -0.2496 -0.4764
N -0.2025 0.8227 0.3179
C -0.8923 0.8943 1.6237
C -1.2135 -0.5498 1.9767
C -1.3710 -1.2540 0.6440
H -1.8422 0.2768 -0.8689
H -0.2423 -0.6621 -1.1585
H -0.1680 1.7381 -0.1275
H 0.7594 0.4848 0.3418
H -1.7988 1.4689 1.4193
H -0.4000 1.5033 2.3798
H -0.6242 -1.0020 2.7580
H -2.1909 -0.4105 2.4625
H -2.2634 -1.7692 0.3192
H -0.7470 -2.1396 0.5304
H 1.4939 -1.2045 2.7035
H 2.2685 0.0420 2.3493
O 1.5625 -0.5252 2.0214
H 0.0610 -0.6669 -5.2019
H 0.4840 0.7003 -4.8258
O 0.1519 -0.1040 -4.4219
H 2.8036 1.2889 -2.2408
H 2.8231 0.2087 -1.1794
O 2.5259 1.1086 -1.3465

Mulliken atomic charges, in units of e:
1. C -0.4999
2. N -0.0916
3. C -0.6479
4. C -0.4244
5. C -0.5817
6. H 0.3583
7. H 0.3073
8. H 0.3372
9. H 0.1705
10. H 0.4151
11. H 0.3596
12. H 0.2697
13. H 0.3007
14. H 0.4338
15. H 0.2696
16. H 0.2839
17. H 0.3078
18. O -0.5925
19. H 0.3175
20. H 0.3173
21. O -0.6190
22. H 0.3115
23. H 0.3178
24. O -0.6206

entry y comes first in stability; the runner-up is 152.5 kJ/mol higher.

Entry w
# C3HNO2S

A single C3HNO2S molecule (ωB97M-V/def2-TZVPD, OMol25).

Properties
SMILES ... O=C1ON=CC1=S
Lowest unoccupied orbital energy ... -2.736 eV
Total charge ... 0
Spin multiplicity ... 1
Frontier orbital gap ... 7.240 eV

Atoms and positions in Å:
O 0.4017 2.2398 -0.1895
C 0.0695 1.0720 0.1277
O -1.3475 0.9003 0.3169
N -1.4863 -0.5209 -0.0539
C -0.3719 -1.1742 -0.0316
C 0.7094 -0.2151 -0.0464
S 2.3384 0.0199 0.1183
H -0.3132 -2.3218 -0.2414

Mulliken atomic charges, in units of e:
1. O -0.4895
2. C 0.5309
3. O -0.1711
4. N -0.2006
5. C -0.1275
6. C 0.2710
7. S -0.1362
8. H 0.3231

Entry x
# C3HNO2S

A single C3HNO2S molecule (ωB97M-V/def2-TZVPD, OMol25).

Properties
SMILES ... O=C1C=NOC1=S
Lowest unoccupied orbital energy ... -1.940 eV
Total charge ... 0
Spin multiplicity ... 1
Frontier orbital gap ... 7.569 eV

Atoms and positions in Å:
O 0.1713 1.9627 -0.0542
C 0.0083 0.8013 -0.0247
C -1.2450 -0.0325 0.0528
N -0.9514 -1.2547 -0.0196
O 0.4792 -1.4480 -0.0568
C 1.1068 -0.2948 -0.1003
S 2.7063 -0.1197 0.0238
H -2.2755 0.3858 0.1790

Mulliken atomic charges, in units of e:
1. O -0.4320
2. C 0.6716
3. C -0.1854
4. N -0.2938
5. O -0.1693
6. C 0.2600
7. S -0.2223
8. H 0.3710

entry x comes first in stability; the runner-up is 101.8 kJ/mol higher.

Entry w
# C4H10O2S2

2 unconnected molecules or ions with the total composition C4H10O2S2 (ωB97M-V/def2-TZVPD, OMol25).

Properties
SMILES ... CC(=O)O.CSSC
Lowest unoccupied orbital energy ... 0.583 eV
Total charge ... 0
Spin multiplicity ... 1
Frontier orbital gap ... 8.476 eV

Atoms and positions in Å:
C -0.2039 3.3041 0.8243
C 0.0949 2.3212 -0.2613
O -0.5306 2.0837 -1.2803
O 1.2627 1.6844 0.0508
H -0.3784 2.8452 1.8101
H -1.0713 3.8873 0.4812
H 0.6623 3.9814 0.9614
H 1.3345 0.9851 -0.5558
C 1.4196 -3.4687 0.7371
S 0.5975 -2.5897 -0.6548
S -0.9400 -1.5266 0.3164
C -1.6373 -0.7351 -1.1850
H 1.4145 -2.8910 1.7211
H 0.8217 -4.3702 0.9414
H 2.4427 -3.7909 0.4652
H -2.0599 -1.4794 -1.8616
H -2.4214 -0.0430 -0.7969
H -0.8076 -0.1977 -1.7134

Mulliken atomic charges, in units of e:
1. C -0.9695
2. C 0.7755
3. O -0.5622
4. O -0.4244
5. H 0.2717
6. H 0.3022
7. H 0.2965
8. H 0.3211
9. C -0.7840
10. S -0.0741
11. S -0.0723
12. C -0.7825
13. H 0.2530
14. H 0.2914
15. H 0.2993
16. H 0.3698
17. H 0.2736
18. H 0.2148

Entry x
# C4H10O2S2

A single C4H10O2S2 molecule (ωB97M-V/def2-TZVPD, OMol25).

Properties
SMILES ... C[C@H](O)C(S)(S)CO
Lowest unoccupied orbital energy ... 0.454 eV
Total charge ... 0
Spin multiplicity ... 1
Frontier orbital gap ... 9.300 eV

Atoms and positions in Å:
C -2.0567 -0.5258 0.9219
C -1.2120 -0.0058 -0.1860
O -1.4854 -0.7862 -1.4152
C 0.5494 0.0491 0.1017
S 0.7145 0.6415 1.7944
S 1.3749 -1.6146 0.1341
C 1.0786 0.9685 -1.0051
O 2.5109 1.0950 -1.0349
H -2.9667 -0.7585 0.4134
H -1.6870 -1.5166 1.1995
H -2.1852 0.1367 1.6517
H -1.4041 1.0446 -0.4140
H -0.5575 -1.0816 -1.7224
H 0.3311 -0.4978 2.2475
H 2.6531 -1.2854 0.4900
H 0.6504 1.8992 -0.8422
H 0.7892 0.5577 -1.9837
H 2.9025 1.6801 -0.3508

Mulliken atomic charges, in units of e:
1. C -1.6608
2. C 0.5117
3. O -0.5394
4. C -0.0574
5. S -0.1613
6. S -0.1386
7. C -0.7835
8. O -0.5362
9. H 0.4434
10. H 0.3269
11. H 0.4746
12. H 0.3027
13. H 0.3650
14. H 0.1616
15. H 0.1854
16. H 0.4971
17. H 0.2802
18. H 0.3286

entry w comes first in stability; the runner-up is 180.2 kJ/mol higher.